Here is a 2-piece molecular cluster, C24H37BN3O5S3 overall at a distorted geometry from the OMol25 dataset. Energies are from the ωB97M-V functional and the def2-TZVPD basis.

Last columns: bonded neighbours and bond lengths (Å).
Element x y z (Å)
1 C -4.74763 0.92498 -5.13727  C2 1.550, H26 1.093, H27 1.090, H28 1.101
2 C -3.83454 -0.28915 -4.83002  C1 1.550, N3 1.477, H29 1.090, H30 1.093
3 N -4.14180 -1.36184 -5.79734  C2 1.477, C4 1.465, C6 1.369
4 C -4.75931 -2.54055 -5.18414  N3 1.465, C5 1.547, H31 1.100, H32 1.090
5 C -3.93077 -3.22586 -4.07170  C4 1.547, H33 1.093, H34 1.091, H35 1.095
6 C -3.13930 -1.64933 -6.68379  N3 1.369, S7 1.645, S8 1.809
7 S -2.64299 -3.15003 -7.14117  C6 1.645
8 S -2.35385 -0.23771 -7.49744  C6 1.809, C9 1.830
9 C -0.57055 -0.36892 -7.10994  S8 1.830, C10 1.548, H36 1.094, H37 1.093
10 C -0.20470 -1.13357 -5.81488  C9 1.548, C11 1.564, H38 1.092, H39 1.094
11 C 1.04718 -0.47609 -5.14728  C10 1.564, C12 1.509, H40 1.096, H41 1.096
12 C 1.08555 -0.64833 -3.64866  C11 1.509, C13 1.325, C24 1.518
13 C 2.19338 -1.02488 -3.02716  C12 1.325, C14 1.508, H42 1.085
14 C 2.14962 -1.19597 -1.52931  C13 1.508, O15 1.193, C16 1.518
15 O 3.05999 -0.89053 -0.82120  C14 1.193
16 C 0.83773 -1.75972 -1.01320  C14 1.518, N17 1.436, C20 1.322
17 N 0.84713 -2.69708 0.07465  C16 1.436, C18 1.207
18 C 0.60924 -2.23362 1.16295  N17 1.207, S19 1.567
19 S -0.04721 -1.83651 2.52888  C18 1.567
20 C -0.27993 -1.38059 -1.60839  C16 1.322, B21 1.581, C24 1.528
21 B -1.71689 -1.90798 -1.21173  C20 1.581, O22 1.381, O23 1.370
22 O -2.03157 -3.24303 -1.36853  B21 1.381, H43 0.967
23 O -2.63162 -1.00541 -0.73585  B21 1.370, H44 0.966
24 C -0.12075 -0.39302 -2.76339  C12 1.518, C20 1.528, O25 1.193
25 O -0.87284 0.51842 -2.92806  C24 1.193
26 H -4.60553 1.73913 -4.42168  C1 1.093
27 H -4.67731 1.23386 -6.18056  C1 1.090
28 H -5.77864 0.56780 -4.99059  C1 1.101
29 H -2.80479 0.06541 -4.87305  C2 1.090
30 H -4.04786 -0.56788 -3.79460  C2 1.093
31 H -5.69266 -2.18419 -4.72306  C4 1.100
32 H -5.08048 -3.24089 -5.95450  C4 1.090
33 H -4.50274 -3.34685 -3.14831  C5 1.093
34 H -2.97450 -2.72829 -3.90616  C5 1.091
35 H -3.70774 -4.24517 -4.40505  C5 1.095
36 H -0.24717 0.66718 -6.97377  C9 1.094
37 H -0.00128 -0.78776 -7.94346  C9 1.093
38 H -1.02706 -1.23965 -5.10420  C10 1.092
39 H 0.09817 -2.15174 -6.07745  C10 1.094
40 H 1.15147 0.57063 -5.45447  C11 1.096
41 H 1.91940 -0.99442 -5.56176  C11 1.096
42 H 3.11990 -1.21621 -3.55902  C13 1.085
43 H -2.58745 -3.49740 -0.61911  O22 0.967
44 H -3.52178 -1.37851 -0.77105  O23 0.966
45 C 4.42491 2.72891 5.99700  C46 1.549, H56 1.090, H57 1.090, H58 1.090
46 C 3.10471 2.57849 6.79313  C45 1.549, C47 1.533, N51 1.493, C55 1.530
47 C 3.01033 1.16883 7.38878  C46 1.533, C48 1.527, H59 1.095, H60 1.093
48 C 2.69040 0.08932 6.35670  C47 1.527, C49 1.526, H61 1.094, H62 1.092
49 C 1.45118 0.46358 5.54776  C48 1.526, C50 1.530, H63 1.092, H64 1.096
50 C 1.54159 1.85439 4.91606  C49 1.530, N51 1.492, C53 1.542, C54 1.530
51 N 1.93965 2.89004 5.91322  C46 1.493, C50 1.492, O52 1.299
52 O 0.91272 3.17010 6.65804  N51 1.299
53 C 2.54017 1.82174 3.74150  C50 1.542, H65 1.091, H66 1.091, H67 1.087
54 C 0.19955 2.19942 4.26833  C50 1.530, H68 1.090, H69 1.090, H70 1.092
55 C 3.21570 3.58542 7.93968  C46 1.530, H71 1.092, H72 1.090, H73 1.089
56 H 4.77929 1.78810 5.57617  C45 1.090
57 H 4.32044 3.45185 5.18750  C45 1.090
58 H 5.22957 3.09383 6.63565  C45 1.090
59 H 2.23245 1.15002 8.15920  C47 1.095
60 H 3.94825 0.92470 7.89342  C47 1.093
61 H 3.54393 -0.07588 5.69309  C48 1.094
62 H 2.51734 -0.86116 6.86643  C48 1.092
63 H 1.28555 -0.27839 4.76394  C49 1.092
64 H 0.57633 0.41301 6.20519  C49 1.096
65 H 2.69838 2.82370 3.33874  C53 1.091
66 H 2.14998 1.20093 2.93380  C53 1.091
67 H 3.50880 1.40116 4.00024  C53 1.087
68 H -0.62841 2.14333 4.97431  C54 1.090
69 H -0.01693 1.49543 3.46421  C54 1.090
70 H 0.21696 3.20361 3.84054  C54 1.092
71 H 3.27246 4.60817 7.56233  C55 1.092
72 H 4.11981 3.38924 8.51653  C55 1.090
73 H 2.37936 3.51935 8.63432  C55 1.089

## Properties
highest occupied orbital energy = -8.129 eV
spin multiplicity = 2
gap between HOMO and LUMO = 7.1 eV